(1)
DFT (ωB97M-V with the def2-TZVPD basis set) results for a 2-piece molecular cluster, C2H5N5OS overall at a distorted geometry.

E_HOMO (spin up / spin down): -7.71 / -10.10 eV
Multiplicity: 3
DFT total energy: -22481.22338 eV
Net charge: 0
Expectation value of S²: 2.008

XYZ file:
```
14
C2H5N5OS | the OMol25 dataset | ωB97M-V with the def2-TZVPD basis set
C 0.7494 -0.5552 0.5387
C -1.5211 0.3753 0.2869
N 1.2316 -1.7906 0.0474
N 0.2605 -2.3990 -0.6971
N -0.7614 -1.7182 -0.6798
N -0.5455 -0.6203 0.0889
N 3.9534 1.0152 0.5123
O 4.5867 -1.2821 0.0982
S 5.0085 0.0827 0.0022
H -1.0535 1.1576 0.8101
H -2.1095 0.5446 -0.5819
H -2.3108 0.0615 0.9194
H 3.1050 0.5334 0.9863
H 2.1596 -2.0597 -0.0305
```



(2)
DFT (ωB97M-V with the def2-TZVPD basis set) results for a 2-piece molecular cluster, C2H5NO overall at a distorted geometry.

E_HOMO: -9.86 eV
Energy relative to the best compared isomer or geometry (same formula, charge and spin): 65.3 kcal/mol
SMILES: C=N.C=O
DFT total energy: -5690.39804 eV
Net charge: 0

XYZ file:
```
9
C2H5NO | the OMol25 dataset | ωB97M-V with the def2-TZVPD basis set
C -0.5296 0.6026 -1.5132
N -1.2367 0.1192 -0.5682
H -0.0171 -0.0167 -2.2489
H -0.4598 1.7341 -1.5835
H -1.2004 -0.9163 -0.6254
C 0.9283 -0.4138 1.6802
O 2.0431 -0.5305 2.0682
H 0.3755 0.6191 1.3089
H 0.0968 -1.1976 1.4819
```



(3)
DFT (ωB97M-V with the def2-TZVPD basis set) results for an isolated molecule of C2H5NO at a distorted geometry.

E_HOMO: -9.91 eV
Energy relative to the best compared isomer or geometry (same formula, charge and spin): 3.6 kcal/mol
SMILES: CC(N)=O
DFT total energy: -5693.07260 eV
Net charge: 0

XYZ file:
```
9
C2H5NO | the OMol25 dataset | ωB97M-V with the def2-TZVPD basis set
C -1.1219 0.0164 0.0085
C 0.2971 0.5728 0.0588
N 1.2786 -0.3948 -0.1109
O 0.5363 1.7596 0.1780
H -1.6941 0.2943 0.9005
H -1.0940 -1.0701 -0.0695
H -1.6540 0.4078 -0.8679
H 2.2671 -0.2005 -0.0991
H 1.1849 -1.3856 0.0015
```



(4)
DFT (ωB97M-V with the def2-TZVPD basis set) results for a 2-piece molecular cluster, C2H5NO overall at a distorted geometry.

E_HOMO: -10.23 eV
Energy relative to the best compared isomer or geometry (same formula, charge and spin): 96.4 kcal/mol
SMILES: C#[N+][O-].C
DFT total energy: -5689.04863 eV
Net charge: 0

XYZ file:
```
9
C2H5NO | the OMol25 dataset | ωB97M-V with the def2-TZVPD basis set
C 2.5931 -1.3164 -1.3960
N 1.6518 -1.7794 -0.9456
O 0.8119 -2.4422 -0.4707
H 3.4481 -0.9297 -1.7700
C -1.1622 0.1322 -0.1196
H -1.3970 0.5717 0.8555
H -0.2416 -0.4579 -0.0468
H -1.9997 -0.6301 -0.2081
H -1.3739 0.9188 -0.8891
```



(5)
DFT (ωB97M-V with the def2-TZVPD basis set) results for a 2-piece molecular cluster, C2H5NO overall at a distorted geometry.

E_HOMO: -10.12 eV
Energy relative to the best compared isomer or geometry (same formula, charge and spin): 69.3 kcal/mol
SMILES: C=N.C=O
DFT total energy: -5690.22315 eV
Net charge: 0

XYZ file:
```
9
C2H5NO | the OMol25 dataset | ωB97M-V with the def2-TZVPD basis set
C 0.0322 -2.9483 2.0704
N 1.1741 -2.3329 1.9793
H -0.4921 -3.2173 1.1817
H -0.4937 -3.0966 2.9857
H 1.6374 -2.1438 2.7704
C -0.4322 3.4505 -2.7771
O -0.5715 4.4455 -2.1134
H -0.9967 2.4604 -2.3409
H 0.1425 3.3825 -3.7562
```



(6)
DFT (ωB97M-V with the def2-TZVPD basis set) results for C2H5NO as an isolated structure at a distorted geometry.

E_HOMO: -9.13 eV
Energy relative to the best compared isomer or geometry (same formula, charge and spin): 57.7 kcal/mol
DFT total energy: -5690.72839 eV
Net charge: 0

XYZ file:
```
9
C2H5NO | the OMol25 dataset | ωB97M-V with the def2-TZVPD basis set
C 0.1727 -0.3911 -1.0602
C -0.2750 -0.3431 0.3481
O 0.9565 0.4459 -1.5274
N 0.3102 0.6366 1.1083
H 0.8192 1.3118 0.5413
H -0.2017 1.0176 1.8887
H -0.0313 -1.3563 -1.5622
H -1.2093 -0.0422 -0.5711
H -0.5413 -1.2792 0.8344
```



(7)
DFT (ωB97M-V with the def2-TZVPD basis set) results for an isolated molecule of C2H5NO at a distorted geometry.

E_HOMO: -7.96 eV
Energy relative to the best compared isomer or geometry (same formula, charge and spin): 109.9 kcal/mol
DFT total energy: -5688.46444 eV
Net charge: 0

XYZ file:
```
9
C2H5NO | the OMol25 dataset | ωB97M-V with the def2-TZVPD basis set
C -0.0395 -0.1651 0.6073
N -1.2649 -0.4946 0.0435
C 1.1443 0.0699 -0.0995
O 2.3499 0.1351 0.1180
H -1.3644 -0.3677 -0.9548
H -2.0814 -0.1757 0.5492
H 0.6905 0.3458 -1.3245
H 0.0775 -0.4404 1.6505
H 0.4880 1.0927 -0.5897
```



(8)
DFT (ωB97M-V with the def2-TZVPD basis set) results for an isolated molecule of C2H5NO at a distorted geometry.

E_HOMO (spin up / spin down): -8.71 / -8.71 eV
Energy relative to the best compared isomer or geometry (same formula, charge and spin): 87.7 kcal/mol
SMILES: C/C=[NH+]/[O-]
DFT total energy: -5689.42660 eV
Net charge: 0

XYZ file:
```
9
C2H5NO | the OMol25 dataset | ωB97M-V with the def2-TZVPD basis set
C 0.5900 0.2758 -0.8654
C 0.3588 -0.0294 0.5500
N -0.9190 -0.3179 0.8326
O -1.8002 -0.6787 1.7293
H 1.2954 -0.5606 -1.2080
H 1.1492 1.2876 -0.8760
H -0.3392 0.2904 -1.4651
H 1.0511 -0.0472 1.3992
H -1.3861 -0.2201 -0.0966
```



(9)
DFT (ωB97M-V with the def2-TZVPD basis set) results for an isolated molecule of C2H5NO at a distorted geometry.

E_HOMO: -9.93 eV
Energy relative to the best compared isomer or geometry (same formula, charge and spin): 11.1 kcal/mol
SMILES: CC(N)=O
DFT total energy: -5692.74837 eV
Net charge: 0

XYZ file:
```
9
C2H5NO | the OMol25 dataset | ωB97M-V with the def2-TZVPD basis set
C 0.7541 0.8248 -0.1727
C 0.1338 -0.5192 -0.0120
N -1.2181 -0.4669 0.4582
O 0.7364 -1.5515 -0.1395
H 1.7545 0.7239 0.2630
H 0.1361 1.6130 0.2282
H 1.0801 0.9869 -1.2060
H -1.4514 -1.3857 0.8204
H -1.9254 -0.2253 -0.2397
```



(10)
DFT (ωB97M-V with the def2-TZVPD basis set) results for an isolated molecule of C2H5NO at a distorted geometry.

E_HOMO (spin up / spin down): -6.27 / -10.59 eV
Energy relative to the best compared isomer or geometry (same formula, charge and spin): 2.5 kcal/mol
Multiplicity: 3
DFT total energy: -5687.57479 eV
Net charge: 0
Expectation value of S²: 2.007

XYZ file:
```
9
C2H5NO | the OMol25 dataset | ωB97M-V with the def2-TZVPD basis set
C -0.0544 -0.0828 0.9657
C 0.1321 -0.3144 -0.5180
N -0.5432 1.1013 1.3681
O -0.8465 1.4229 2.5729
H 0.1141 -0.8744 1.5911
H 0.7600 -1.0888 -0.6386
H 0.5801 0.6604 -0.9168
H -0.8262 -0.6146 -0.9999
H -0.5743 1.8352 0.7278
```



(11)
DFT (ωB97M-V with the def2-TZVPD basis set) results for a 2-piece molecular cluster, C2H5NO2 overall at a distorted geometry.

E_HOMO: -10.27 eV
Energy relative to the best compared isomer or geometry (same formula, charge and spin): 134.8 kcal/mol
DFT total energy: -7734.90514 eV
Net charge: 0

XYZ file:
```
10
C2H5NO2 | the OMol25 dataset | ωB97M-V with the def2-TZVPD basis set
C 0.7384 -0.0089 0.0580
C -0.5457 0.8170 0.1471
N 1.7501 0.1615 -0.7896
O 1.9267 0.2119 0.6544
O 0.1705 -1.9489 0.1125
H -0.3098 1.7715 -0.0943
H -1.0374 0.8271 1.1289
H -1.2846 0.3088 -0.6583
H 2.0692 -0.7681 -1.2249
H 0.0182 -2.0514 -0.7986
```



(12)
DFT (ωB97M-V with the def2-TZVPD basis set) results for C2H5NO2 as an isolated structure at a distorted geometry.

E_HOMO: -10.44 eV
Energy relative to the best compared isomer or geometry (same formula, charge and spin): 30.0 kcal/mol
DFT total energy: -7739.45016 eV
Net charge: 0

XYZ file:
```
10
C2H5NO2 | the OMol25 dataset | ωB97M-V with the def2-TZVPD basis set
C 1.1090 -0.2509 -0.4777
C -1.6475 -0.3097 0.1564
N 0.0225 0.5793 0.5357
O -1.2387 -1.3520 -0.2786
O -2.5199 0.4782 0.1553
H 0.2754 0.3647 1.4953
H -0.0303 1.5843 0.3976
H 1.1572 -1.3124 -0.2655
H 0.8193 -0.0116 -1.4948
H 2.0530 0.2301 -0.2237
```